A single C30H38N4O3S molecule. Source: the OMol25 dataset; level of theory: ωB97M-V/def2-TZVPD.

Calculated values
- gap between HOMO and LUMO (eV) = 8.53
- SMILES string = O=C(NC1CCCCC1)[C@H](c1cccs1)N(CCCN1CCOCC1)C(=O)c1ccc(-c2ccccc2)[nH]1

Structure (ORCA input):
```
! RIJCOSX wB97M-V def2-TZVPD def2/J DEFGRID3
* xyz 0 1
O 1.7809 2.7535 -1.0658
C 0.9780 2.6407 -0.1620
N -0.2495 3.1775 -0.1608
H -0.8921 2.8835 0.5675
C -0.8210 3.8317 -1.3213
C -1.4694 2.8113 -2.2672
C -2.7053 2.1749 -1.6379
C -3.7165 3.2513 -1.2557
C -3.0902 4.2352 -0.2722
C -1.8421 4.8788 -0.8746
H -2.1285 5.4725 -1.7449
H -1.3788 5.5482 -0.1475
H -3.8097 5.0153 -0.0150
H -2.8339 3.7087 0.6497
H -4.6024 2.7935 -0.8101
H -4.0341 3.7857 -2.1543
H -3.1533 1.4689 -2.3407
H -2.4152 1.6168 -0.7462
H -1.7515 3.3227 -3.1896
H -0.7329 2.0452 -2.5179
H 0.0138 4.3154 -1.8416
C 1.2288 1.8031 1.1167
N 0.6396 0.4805 0.8556
C -0.6744 0.3394 1.1368
O -1.3311 1.2872 1.5961
C -1.3910 -0.9087 0.8773
C -1.1142 -2.2368 0.5838
C -2.3337 -2.9085 0.4865
C -3.3492 -1.9900 0.7177
N -2.7517 -0.8003 0.9508
H -3.1930 0.0667 1.2187
C -4.7892 -2.1643 0.7020
C -5.6450 -1.0744 0.5288
C -7.0149 -1.2519 0.5107
C -7.5581 -2.5167 0.6635
C -6.7191 -3.6063 0.8323
C -5.3491 -3.4343 0.8516
H -4.7013 -4.2851 0.9960
H -7.1370 -4.5951 0.9524
H -8.6291 -2.6526 0.6494
H -7.6635 -0.3989 0.3733
H -5.2383 -0.0834 0.3873
H -2.4580 -3.9472 0.2526
H -0.1557 -2.6991 0.4731
C 1.4309 -0.4656 0.1042
H 2.1362 0.0927 -0.5143
C 2.2175 -1.4235 1.0035
H 2.9306 -0.8554 1.5989
C 2.9610 -2.4662 0.1649
N 3.8493 -1.8183 -0.7833
C 5.1306 -1.4057 -0.2332
C 6.1241 -2.5696 -0.1106
O 6.3023 -3.2311 -1.3456
C 5.0701 -3.6979 -1.8534
C 4.0753 -2.5424 -2.0217
H 4.4877 -1.8286 -2.7418
H 3.1241 -2.9146 -2.4057
H 4.6509 -4.4593 -1.1756
H 5.2957 -4.1626 -2.8145
H 5.7732 -3.2893 0.6466
H 7.1099 -2.2051 0.1823
H 5.5472 -0.6564 -0.9129
H 4.9789 -0.9432 0.7419
H 3.4817 -3.1594 0.8436
H 2.2307 -3.0472 -0.4051
H 1.5416 -1.9285 1.6956
H 0.7725 -1.0268 -0.5616
C 2.6563 1.7380 1.5299
C 3.7920 1.8113 0.7852
C 4.9691 1.7238 1.5632
C 4.7144 1.5798 2.8874
S 3.0284 1.5567 3.2220
H 5.4109 1.4883 3.6971
H 5.9603 1.7681 1.1488
H 3.7850 1.9497 -0.2795
H 0.6438 2.2338 1.9384
*
```

A single C30H38N4O3S molecule. Source: the OMol25 dataset; level of theory: ωB97M-V/def2-TZVPD.

Calculated values
- gap between HOMO and LUMO (eV) = 8.48
- SMILES string = O=C(NC1CCCCC1)[C@H](c1cccs1)N(CCCN1CCOCC1)C(=O)c1ccc(-c2ccccc2)[nH]1

Structure (ORCA input):
```
! RIJCOSX wB97M-V def2-TZVPD def2/J DEFGRID3
* xyz 0 1
O -3.1715 -2.0135 0.0221
C -1.9588 -1.9374 -0.0120
N -1.1380 -2.1364 1.0179
H -0.1370 -2.0525 0.8435
C -1.5774 -2.4558 2.3575
C -1.0715 -3.8402 2.7770
C 0.4476 -3.8594 2.9263
C 0.8956 -2.8051 3.9338
C 0.4324 -1.4209 3.4905
C -1.0872 -1.3886 3.3425
H -1.5507 -1.5736 4.3136
H -1.4112 -0.4035 2.9986
H 0.7422 -0.6703 4.2214
H 0.9034 -1.1732 2.5373
H 1.9832 -2.8209 4.0290
H 0.4699 -3.0341 4.9140
H 0.7679 -4.8498 3.2564
H 0.9193 -3.6627 1.9615
H -1.5343 -4.1025 3.7307
H -1.3877 -4.5790 2.0381
H -2.6732 -2.4577 2.3268
C -1.2126 -1.5707 -1.3203
N -0.4363 -0.3339 -1.2202
C 0.8124 -0.3488 -0.6933
O 1.2337 -1.2984 -0.0215
C 1.7177 0.7679 -0.9507
C 1.8745 1.6950 -1.9711
C 3.0571 2.3921 -1.7216
C 3.6164 1.8844 -0.5557
N 2.7900 0.9041 -0.1180
H 2.9496 0.2796 0.6568
C 4.8260 2.2755 0.1430
C 5.0408 1.9206 1.4767
C 6.1967 2.3024 2.1299
C 7.1607 3.0454 1.4693
C 6.9586 3.4060 0.1468
C 5.8055 3.0262 -0.5107
H 5.6615 3.2999 -1.5442
H 7.7069 3.9847 -0.3746
H 8.0630 3.3426 1.9822
H 6.3454 2.0212 3.1623
H 4.2934 1.3572 2.0166
H 3.4512 3.1882 -2.3208
H 1.2363 1.8291 -2.8216
C -1.1420 0.8810 -1.5680
H -1.4326 0.8466 -2.6243
C -2.3812 1.0885 -0.6903
H -3.1502 0.3497 -0.9141
C -2.9698 2.4810 -0.9148
N -4.3451 2.5669 -0.4634
C -4.9653 3.8173 -0.8670
C -6.4385 3.8031 -0.4609
O -6.5851 3.6332 0.9281
C -5.9739 2.4320 1.3366
C -4.4896 2.4004 0.9734
H -3.9603 3.1998 1.5244
H -4.0804 1.4336 1.2654
H -6.4736 1.5774 0.8575
H -6.1066 2.3726 2.4182
H -6.9473 2.9853 -0.9928
H -6.9161 4.7529 -0.7080
H -4.4687 4.6855 -0.3960
H -4.8888 3.9169 -1.9520
H -2.3290 3.2410 -0.4283
H -2.9759 2.6900 -1.9890
H -2.0866 0.9648 0.3536
H -0.4688 1.7236 -1.4152
C -0.3582 -2.7042 -1.7912
C -0.3172 -3.9924 -1.3604
C 0.5929 -4.7909 -2.0910
C 1.2263 -4.0994 -3.0687
S 0.7247 -2.4565 -3.1271
H 1.9641 -4.4456 -3.7646
H 0.7656 -5.8324 -1.8875
H -0.9182 -4.3672 -0.5523
H -1.9884 -1.3813 -2.0740
*
```

A molecular structure, C30H38N4OPt in a non-equilibrium geometry. Source: the OMol25 dataset; level of theory: ωB97M-V/def2-TZVPD.

Calculated values
- gap between HOMO and LUMO (alpha / beta) (eV) = 1.22 / 5.42

Structure (ORCA input):
```
! RIJCOSX wB97M-V def2-TZVPD def2/J DEFGRID3
* xyz -2 3
Pt 0.5298 0.6992 0.0270
N 4.5567 -1.3413 0.7328
N 0.6467 3.7177 -0.8187
C -0.8703 -1.3036 1.0225
C 0.0212 -0.7580 1.9833
C 1.3895 -1.5433 1.9439
C 2.1456 -1.9425 3.2339
H 1.6164 -1.4665 4.0548
H 3.2014 -1.6242 3.2583
H 2.1151 -3.0133 3.3973
C 0.9944 -2.6750 0.9613
C 1.8996 -3.8187 0.7423
H 1.7980 -4.6372 1.4821
H 2.9271 -3.4327 0.7987
H 1.7180 -4.2599 -0.2475
C -0.2650 -2.4935 0.4349
C -0.8907 -3.2779 -0.6775
H -0.1559 -3.3429 -1.4845
H -1.7891 -2.7910 -1.0625
H -1.1852 -4.2979 -0.4151
C -0.4878 -0.0599 3.2036
H -0.7359 -0.7813 4.0090
H -1.4369 0.4579 2.9873
H 0.2413 0.6623 3.5901
C -2.3221 -0.9708 0.9054
H -2.6837 -1.1672 -0.1103
H -2.5324 0.0857 1.1074
H -2.8944 -1.5972 1.6040
C 5.7307 -1.0697 0.1397
H 6.6434 -1.5695 0.5371
C 5.8147 -0.1118 -0.8973
H 6.7613 -0.0334 -1.4193
C 4.7245 0.7229 -1.1585
H 4.7570 1.4905 -1.9266
C 3.6190 0.5801 -0.3497
H 2.7472 1.2423 -0.4542
C 3.5233 -0.4943 0.5507
C 2.2917 -0.5196 1.3127
H 2.1599 0.5285 1.7187
C -0.0217 2.5597 -0.5537
C 0.0796 4.6762 -0.0233
H 0.6708 5.4715 0.4164
C -1.2688 4.3661 -0.0024
H -2.1513 4.9450 0.2179
N -1.3655 3.0268 -0.3246
C -2.5842 2.3182 -0.3168
C -3.5022 2.6168 0.7147
C -4.8541 2.3618 0.4686
H -5.5709 2.7139 1.2122
C -5.2790 1.6914 -0.6794
C -6.7414 1.3932 -0.8441
H -6.8780 0.4258 -1.3322
H -7.2571 2.1495 -1.4490
H -7.2170 1.3695 0.1413
C -4.3248 1.3206 -1.6342
H -4.6266 0.7968 -2.5409
C -2.9661 1.6416 -1.4881
C -2.0145 1.3144 -2.6028
H -1.4578 2.1730 -3.0000
H -2.6298 0.9154 -3.4227
H -1.2868 0.5461 -2.2923
C -3.0994 3.2239 2.0259
H -2.7432 4.2605 1.9369
H -2.3323 2.6228 2.5452
H -4.0170 3.2561 2.6249
C 3.8783 -2.8104 -2.3548
C 2.7267 -1.8439 -2.4015
N 2.7664 -0.9781 -3.4521
O 1.8216 -1.7705 -1.5572
H 3.8481 -3.3554 -1.4090
H 3.7923 -3.5251 -3.1856
H 4.8293 -2.2637 -2.4230
H 2.0066 -0.3276 -3.5437
H 3.4458 -1.0748 -4.1878
*
```

A gas-phase ion, C30H38N5O (charge +1) in a non-equilibrium geometry. Source: the OMol25 dataset; level of theory: ωB97M-V/def2-TZVPD.

Calculated values
- gap between HOMO and LUMO (eV) = 8.09
- SMILES string = CN1C(=O)[C@@H](Cc2ccccc2)N(/C=C/[C@H](c2ccccc2)[N@H+]2CCC[C@H]2Cn2ccnc2)C1(C)C

Structure (ORCA input):
```
! RIJCOSX wB97M-V def2-TZVPD def2/J DEFGRID3
* xyz 1 1
C 2.2783 5.0895 -0.4787
N 2.1387 3.6531 -0.5348
C 3.2325 2.8387 -0.6519
O 4.3951 3.2160 -0.7761
C 2.7245 1.3948 -0.6176
C 3.4406 0.5568 0.4508
C 4.9227 0.3773 0.1847
C 5.8530 0.6129 1.2021
C 7.2220 0.5204 0.9375
C 7.6650 0.1547 -0.3420
C 6.7325 -0.1223 -1.3478
C 5.3624 -0.0274 -1.0816
N 1.2895 1.5701 -0.4005
C 0.4143 0.5268 -0.4872
C -0.9158 0.6630 -0.2426
C -1.8834 -0.4884 -0.3674
C -3.3563 -0.0651 -0.2680
C -4.3485 -0.6809 -1.0392
C -5.6928 -0.5355 -0.6847
C -6.0606 0.4255 0.2590
C -5.0793 1.2378 0.8292
C -3.7267 0.9734 0.5926
C 0.8714 2.9799 -0.2754
C 0.3789 3.3426 1.1360
C -0.1743 3.3958 -1.3241
H 3.3259 5.3473 -0.6493
H 1.6535 5.5647 -1.2443
H 1.9670 5.4749 0.5008
H 2.8942 0.9404 -1.6110
H 3.3030 1.0589 1.4237
H 2.9477 -0.4304 0.5031
H 5.4877 0.9012 2.1925
H 7.9386 0.7362 1.7292
H 8.7326 0.0801 -0.5501
H 7.0611 -0.4100 -2.3478
H 4.6260 -0.2426 -1.8593
H 0.8625 -0.4329 -0.7923
H -1.3197 1.6203 0.0862
H -1.7057 -0.9941 -1.3279
H -4.0791 -1.2805 -1.9218
H -6.4460 -1.1682 -1.1627
H -7.1122 0.5740 0.5199
H -5.3535 2.0655 1.4885
H -2.9914 1.5962 1.1042
H 1.1893 3.2108 1.8669
H 0.0576 4.3934 1.1385
H -0.4647 2.7215 1.4493
H 0.2668 3.3206 -2.3258
H -1.0541 2.7522 -1.2995
H -0.4988 4.4245 -1.1269
C -0.3020 -5.4726 -2.2277
C -0.9109 -4.2392 -2.0604
N -1.8117 -4.3948 -1.0190
C -2.7732 -3.3963 -0.5243
C -2.3579 -2.7549 0.8054
C -3.5065 -2.3761 1.7258
C -2.9678 -1.2760 2.6602
C -1.6156 -0.8366 2.1083
N -1.5512 -1.4415 0.6754
C -1.7414 -5.7145 -0.6013
N -0.8324 -6.3559 -1.3105
H 0.4585 -5.7513 -2.9403
H -0.7654 -3.3117 -2.5907
H -2.9128 -2.6403 -1.3058
H -3.7501 -3.8962 -0.3717
H -1.6584 -3.4198 1.3465
H -4.3388 -1.9873 1.1191
H -3.8890 -3.2549 2.2654
H -3.6717 -0.4352 2.6948
H -2.8629 -1.6407 3.6887
H -1.4682 0.2478 2.0722
H -0.7777 -1.2999 2.6507
H -0.5786 -1.7132 0.4881
H -2.3863 -6.0722 0.1948
*
```

5 unconnected molecules or ions with the total composition C30H38N7O9P in a non-equilibrium geometry. Source: the OMol25 dataset; level of theory: ωB97M-V/def2-TZVPD.

Calculated values
- gap between HOMO and LUMO (eV) = 7.35
- SMILES string = CN(C)P(=O)(N(C)C)N(C)C.O=[N+]([O-])c1ccccc1.O=[N+]([O-])c1ccccc1.O=[N+]([O-])c1ccccc1.O=[N+]([O-])c1ccccc1

Structure (ORCA input):
```
! RIJCOSX wB97M-V def2-TZVPD def2/J DEFGRID3
* xyz 0 1
C -1.5968 -2.1710 -0.4779
C -0.9072 -3.1358 0.1841
C -1.1365 -3.3822 1.5297
C -2.0644 -2.5545 2.2219
C -2.7258 -1.5503 1.5126
C -2.5305 -1.3669 0.1360
N -2.2646 -2.6609 3.6527
O -1.6771 -3.4977 4.2783
O -3.1670 -2.0421 4.1003
H -1.2061 -1.9832 -1.4670
H -0.1456 -3.7343 -0.2936
H -0.6342 -4.1686 2.0736
H -3.2972 -0.8344 2.0848
H -3.0221 -0.5794 -0.4158
C 5.7733 -7.4945 5.6187
C 5.6388 -6.1881 5.1454
C 6.6507 -5.3153 5.5028
C 7.6470 -5.6022 6.4638
C 7.7424 -6.9428 6.8894
C 6.7904 -7.8921 6.5327
N 8.7223 -4.6333 6.7835
O 9.6749 -5.1300 7.4020
O 8.5805 -3.4759 6.4626
H 4.9970 -8.2071 5.3823
H 4.8949 -5.9356 4.4043
H 6.6757 -4.3333 5.0539
H 8.5290 -7.3011 7.5370
H 6.6958 -8.9144 6.8680
C 2.6353 0.9321 4.0050
C 2.6152 0.9307 2.6013
C 3.8323 0.8468 1.9484
C 5.0417 0.8896 2.6069
C 5.0628 1.0441 4.0038
C 3.8421 1.0469 4.6954
N 6.2722 0.7304 1.8126
O 6.0802 0.4819 0.6196
O 7.3722 0.7984 2.3824
H 1.6907 0.9709 4.5271
H 1.6984 0.9691 2.0317
H 3.7611 0.8529 0.8708
H 5.9369 1.0653 4.6377
H 3.8360 1.0600 5.7753
C -9.0738 -1.0778 1.8421
C -8.5137 -2.3146 1.5302
C -7.8938 -2.5371 0.2857
C -7.7381 -1.5006 -0.6550
C -8.1788 -0.1975 -0.2691
C -8.7877 0.0187 0.9936
N -7.1380 -1.7597 -1.9564
O -6.6240 -2.8475 -2.1542
O -7.0011 -0.8103 -2.7465
H -9.3745 -0.9364 2.8697
H -8.5433 -3.1365 2.2302
H -7.6715 -3.5652 0.0410
H -8.0832 0.6109 -0.9788
H -9.0401 1.0399 1.2383
O 0.3288 2.7855 -4.0249
P -0.3245 3.8534 -4.7928
N -1.5826 3.3946 -5.9364
C -2.0354 1.9557 -6.0114
C -2.2553 4.3126 -6.8800
N 0.7907 4.8317 -5.6658
C 1.7367 5.6763 -4.9040
C 1.4579 4.0819 -6.7742
N -1.1158 4.9517 -3.8265
C -1.5963 6.2595 -4.1460
C -1.4704 4.4515 -2.5339
H -1.6732 1.3378 -5.1897
H -1.6829 1.5398 -6.9552
H -3.1251 1.9362 -6.0291
H -3.0786 4.7789 -6.3389
H -2.6715 3.8044 -7.7499
H -1.4911 5.0070 -7.2292
H 2.3625 6.1338 -5.6703
H 1.3286 6.4583 -4.2638
H 2.3727 5.0194 -4.3106
H 1.9717 4.8808 -7.3089
H 2.0814 3.2288 -6.5067
H 0.6933 3.7788 -7.4895
H -2.6069 6.3190 -4.5500
H -1.5283 7.0138 -3.3622
H -0.9817 6.7768 -4.8828
H -2.0539 3.5340 -2.6104
H -1.9649 5.2110 -1.9283
H -0.5388 4.1090 -2.0835
*
```

A molecular structure, C30H39AgAsN2O5PS. Source: the OMol25 dataset; level of theory: ωB97M-V/def2-TZVPD.

Calculated values
- gap between HOMO and LUMO (eV) = 8.11

Structure (ORCA input):
```
! RIJCOSX wB97M-V def2-TZVPD def2/J DEFGRID3
* xyz 0 1
Ag -0.1853 0.1536 -0.9812
C -2.1094 4.3141 -3.2813
C -3.1995 4.1766 -2.2254
C -2.8419 4.9529 -0.9653
C -4.5327 4.6426 -2.7846
O -3.4320 2.7937 -1.8752
P -2.3302 1.6925 -1.5059
O -3.0088 0.5540 -0.8453
O -1.1344 2.3536 -0.8613
O -1.7273 1.2279 -2.9479
C -2.3744 0.3035 -3.8620
C -3.8559 0.6182 -4.0206
C -1.6384 0.5076 -5.1751
C -2.1757 -1.1217 -3.3592
H -1.9885 5.3690 -3.5350
H -2.3759 3.7647 -4.1854
H -1.1572 3.9232 -2.9200
H -2.6438 5.9991 -1.2127
H -1.9604 4.5168 -0.4964
H -3.6674 4.9121 -0.2529
H -4.4961 5.7107 -3.0107
H -5.3251 4.4627 -2.0578
H -4.7740 4.0989 -3.6993
H -3.9987 1.6435 -4.3670
H -4.3869 0.4970 -3.0760
H -4.2880 -0.0620 -4.7576
H -1.7242 1.5455 -5.5015
H -2.0578 -0.1392 -5.9489
H -0.5798 0.2692 -5.0546
H -2.5947 -1.2367 -2.3590
H -1.1081 -1.3591 -3.3226
H -2.6598 -1.8276 -4.0404
C 3.1992 1.8349 2.3515
N 2.4493 2.6694 1.4299
C 1.9725 3.9456 1.6976
C 1.2495 4.3247 0.6278
N 1.3227 3.2944 -0.2835
C 2.0224 2.2611 0.2122
S 2.3405 0.7583 -0.5215
H 3.6723 2.4756 3.0917
H 3.9553 1.2808 1.8021
H 2.5365 1.1261 2.8469
H 2.1855 4.4530 2.6208
H 0.6899 5.2225 0.4401
H 0.6745 3.1530 -1.0501
O -0.4828 -2.0059 -0.4114
As 0.0415 -3.5294 -0.7928
C -1.3373 -4.7844 -0.3575
C -1.8835 -4.5649 0.9068
C -2.9749 -5.3073 1.3268
C -3.5297 -6.2627 0.4856
C -2.9854 -6.4849 -0.7695
C -1.8896 -5.7455 -1.1953
C 1.5552 -3.9210 0.3045
C 1.8982 -2.9698 1.2573
C 2.9996 -3.1996 2.0743
C 3.7419 -4.3632 1.9333
C 3.3946 -5.3068 0.9724
C 2.2986 -5.0859 0.1540
C 0.6953 -3.5239 -2.5959
C 0.2341 -4.2721 -3.6716
C 0.7466 -4.0402 -4.9418
C 1.7095 -3.0625 -5.1390
C 2.1693 -2.3099 -4.0662
C 1.6652 -2.5393 -2.7966
H -1.4722 -3.7973 1.5506
H -3.4014 -5.1285 2.3051
H -4.3918 -6.8321 0.8085
H -3.4151 -7.2309 -1.4253
H -1.4709 -5.9513 -2.1665
H 1.3176 -2.0585 1.3317
H 3.2793 -2.4649 2.8185
H 4.6004 -4.5371 2.5699
H 3.9806 -6.2100 0.8603
H 2.0295 -5.8190 -0.5985
H -0.5313 -5.0202 -3.5501
H 0.3831 -4.6217 -5.7789
H 2.0979 -2.8807 -6.1328
H 2.9141 -1.5391 -4.2161
H 2.0093 -1.9332 -1.9655
*
```